Entry 1:
{"formula": "C17H16IN3O4SZn", "method": "ωB97M-V with the def2-TZVPD basis set", "species": ["Zn", "I", "C", "C", "C", "C", "C", "C", "C", "C", "C", "C", "H", "H", "H", "H", "H", "H", "N", "C", "C", "C", "C", "C", "C", "S", "O", "O", "O", "H", "H", "H", "H", "H", "H", "N", "C", "N", "O", "H", "H", "H", "H"], "positions_angstrom": [[-0.2106, -0.3688, -0.4681], [-0.0400, -0.9496, 2.2712], [-0.6507, -2.8745, 1.5454], [-0.9187, -3.8265, 2.5285], [-1.4421, -5.0700, 2.2140], [-1.7604, -5.3269, 0.9391], [-1.6676, -4.3691, -0.0823], [-2.2859, -4.5312, -1.3669], [-2.1068, -3.6085, -2.3061], [-1.2698, -2.5076, -2.0944], [-0.7850, -2.2119, -0.8658], [-1.0413, -3.1223, 0.1827], [-0.8002, -3.5590, 3.5746], [-1.6755, -5.8176, 3.0184], [-2.0378, -6.4005, 0.6094], [-2.8906, -5.5081, -1.5552], [-2.5641, -3.7907, -3.3152], [-1.0639, -1.8367, -2.9082], [-1.0744, 1.5267, -0.7497], [-0.5540, 2.8395, -0.1509], [0.1856, 3.6447, -0.9723], [0.6971, 4.8159, -0.4331], [0.5661, 5.1624, 0.8683], [-0.1614, 4.3682, 1.7341], [-0.6549, 3.1571, 1.2620], [1.2497, 6.8182, 1.3334], [0.5673, 7.6392, 2.3138], [1.0273, 7.2112, -0.0536], [2.5763, 6.5082, 1.7673], [-2.0841, 1.5306, -0.4730], [-1.0855, 1.7053, -1.7521], [0.3610, 3.4807, -2.0325], [1.4507, 5.2914, -1.0746], [-0.2416, 4.6058, 2.7804], [-1.0022, 2.3378, 1.8948], [3.7664, -0.1680, -1.3376], [2.5708, -0.5559, -0.7989], [2.3480, -1.8631, -0.8466], [1.6925, 0.3120, -0.4742], [4.4834, -0.7542, -1.7414], [3.9991, 0.8202, -1.3416], [3.0664, -2.4831, -1.1969], [1.4613, -2.2713, -0.4463]], "forces_ev_per_a": [[0.07, 0.95, 0.29], [-0.16, -0.67, -0.36], [-0.93, -1.01, 0.80], [0.41, 1.97, 0.21], [-0.30, -1.09, 1.52], [-0.78, -2.98, -2.00], [-0.24, 0.53, -0.37], [-0.61, -3.12, 1.53], [-0.48, -0.16, -2.93], [-0.29, 0.37, -0.41], [0.00, 0.93, 0.53], [0.58, 0.08, 0.98], [0.25, -0.07, -0.14], [0.55, 0.83, -0.89], [0.00, 1.94, 0.72], [1.11, 1.95, 0.33], [0.48, 0.40, 1.05], [-0.09, 0.13, -0.40], [-1.05, 1.18, 1.26], [0.30, -1.00, 1.52], [-0.44, 0.56, 0.14], [2.05, -1.00, -2.04], [-0.97, 1.17, 2.57], [0.06, -1.28, -0.34], [-0.15, -1.42, -2.19], [-0.87, -0.12, -1.52], [-0.88, -0.90, -0.13], [0.83, 2.19, 0.13], [1.58, -0.45, -0.01], [1.02, -0.34, -0.42], [-0.04, -0.05, 0.02], [-0.12, -0.37, 0.13], [-0.84, 0.41, 0.45], [-0.03, 0.17, 0.20], [-0.37, 0.53, 0.15], [-0.06, 1.13, 0.47], [0.20, 1.32, -1.57], [-1.25, -1.56, 1.03], [1.15, -1.30, -0.19], [-0.48, -0.28, 0.38], [-0.38, -0.30, 0.10], [-0.30, 0.08, 0.26], [1.48, 0.64, -0.84]], "spin_multiplicity": 1, "energy_ha": -3597.8106, "fmax_ev_per_a": 3.67, "total_charge": 0, "relative_energy_kcal_mol": 21.9}

---

Entry 2:
{"formula": "C17H16IrN2O3", "method": "ωB97M-V with the def2-TZVPD basis set", "species": ["Ir", "O", "C", "C", "C", "C", "C", "C", "C", "N", "N", "C", "O", "C", "C", "C", "C", "C", "C", "H", "H", "H", "H", "H", "H", "H", "H", "H", "H", "C", "O", "C", "C", "H", "H", "H", "H", "H", "H"], "positions_angstrom": [[-0.6743, -0.8363, 0.2625], [-2.6244, -0.6405, 0.2587], [-3.3244, 0.4557, 0.0132], [-4.7168, 0.3577, 0.1602], [-5.5499, 1.4127, -0.1362], [-5.0206, 2.6197, -0.5950], [-3.6582, 2.7517, -0.7086], [-2.7751, 1.7048, -0.3917], [-1.3679, 1.9801, -0.5144], [-0.4362, 1.1257, -0.3048], [0.8795, 1.5236, -0.4409], [1.6941, 0.5703, -0.1117], [1.3169, -0.6199, 0.3229], [3.1475, 0.8206, -0.1860], [4.0247, -0.2562, -0.2882], [5.3916, -0.0397, -0.3531], [5.8921, 1.2529, -0.2880], [5.0217, 2.3269, -0.1561], [3.6538, 2.1157, -0.1179], [-5.1099, -0.5924, 0.4977], [-6.6191, 1.2965, -0.0136], [-5.6720, 3.4400, -0.8636], [-3.2373, 3.6916, -1.0474], [-1.0567, 2.9831, -0.8024], [3.6181, -1.2568, -0.3344], [6.0690, -0.8781, -0.4509], [6.9597, 1.4254, -0.3330], [5.4152, 3.3315, -0.0710], [2.9652, 2.9434, -0.0205], [1.3763, -3.6226, 0.5590], [0.0495, -3.5716, 1.1134], [-0.8715, -2.8100, 0.5526], [-2.2128, -3.4123, 0.8103], [2.0463, -3.9000, 1.3678], [1.6630, -2.6593, 0.1492], [1.3933, -4.3881, -0.2148], [-2.1486, -4.5002, 0.8819], [-2.9191, -3.1244, 0.0349], [-2.5829, -3.0212, 1.7599]], "forces_ev_per_a": [[0.26, -0.05, -1.89], [-0.19, -0.65, 0.17], [0.37, 0.34, -0.13], [-0.02, -0.06, -0.06], [0.11, -0.05, 0.01], [-0.11, 0.07, -0.05], [0.09, 0.03, 0.07], [-0.34, -0.26, 0.07], [0.34, 0.19, -0.17], [-0.32, -0.47, 0.98], [0.36, 0.26, -0.14], [-0.50, 0.16, 0.19], [0.05, -0.26, -0.34], [0.18, -0.10, 0.11], [-0.08, 0.04, -0.06], [0.03, 0.02, -0.02], [-0.01, 0.00, 0.03], [0.03, 0.01, -0.01], [-0.04, 0.01, 0.01], [-0.01, 0.01, 0.00], [-0.01, 0.01, -0.03], [0.00, 0.01, 0.05], [0.02, -0.01, 0.01], [-0.05, -0.02, -0.09], [0.04, -0.02, 0.03], [-0.01, -0.01, 0.00], [0.00, -0.01, 0.02], [-0.02, 0.01, -0.05], [0.00, 0.00, -0.01], [0.28, 0.41, 0.21], [-0.25, -0.98, -1.30], [-0.06, 1.72, 2.76], [-0.01, -0.54, -0.57], [-0.03, -0.02, 0.02], [-0.02, 0.00, 0.03], [-0.07, -0.05, 0.05], [-0.01, 0.04, 0.02], [-0.03, 0.09, 0.09], [0.04, 0.13, -0.02]], "spin_multiplicity": 2, "energy_ha": -1096.9088, "fmax_ev_per_a": 3.25, "s_squared": 0.757, "total_charge": 0, "relative_energy_kcal_mol": 0.0}

---

Entry 3:
{"formula": "C17H17AlBr2N2O3S", "method": "ωB97M-V with the def2-TZVPD basis set", "species": ["Al", "Br", "C", "C", "C", "Br", "C", "C", "C", "C", "N", "C", "C", "O", "H", "H", "H", "H", "O", "C", "C", "C", "C", "C", "C", "N", "H", "H", "H", "H", "H", "H", "H", "C", "S", "C", "O", "H", "H", "H", "H", "H", "H"], "positions_angstrom": [[0.4154, -0.7032, 0.2766], [-0.2367, 2.1370, 4.1159], [-0.4913, 2.5681, 2.3011], [-0.9522, 3.8196, 1.9103], [-1.1090, 4.0676, 0.5403], [-1.8567, 5.7200, 0.0156], [-0.9363, 3.0712, -0.4239], [-1.2571, 3.2280, -1.7960], [-1.0876, 2.1247, -2.6222], [-0.6590, 0.9000, -2.1124], [-0.3838, 0.7265, -0.8133], [-0.5076, 1.7989, 0.0110], [-0.2090, 1.5570, 1.3723], [0.2803, 0.3738, 1.6885], [-1.2155, 4.5507, 2.6621], [-1.6280, 4.1727, -2.1075], [-1.2073, 2.2129, -3.7044], [-0.4740, 0.0552, -2.8038], [1.1114, -2.1493, 1.3657], [0.1225, -3.1381, 2.0977], [-1.0726, -2.9962, 1.2398], [-2.1898, -3.8529, 1.3591], [-3.3686, -3.5726, 0.7251], [-3.4094, -2.4512, -0.1263], [-2.2380, -1.7534, -0.3687], [-1.1052, -1.9237, 0.4097], [1.9850, -2.1510, 1.7719], [-0.0636, -2.8530, 3.1685], [0.6186, -4.1235, 2.0721], [-2.1114, -4.7188, 2.0211], [-4.1886, -4.2945, 0.7493], [-4.2821, -2.1618, -0.7114], [-2.2467, -0.9037, -1.0900], [3.3950, 1.4189, -1.1357], [3.3853, -0.1872, -0.3110], [4.1476, -1.0996, -1.6473], [1.8558, -0.7763, -0.6603], [4.4504, 1.6936, -1.1426], [2.8941, 2.1241, -0.4745], [2.9549, 1.3098, -2.0773], [5.2001, -0.7861, -1.7860], [3.6171, -0.8574, -2.5756], [4.0537, -2.1767, -1.3838]], "forces_ev_per_a": [[-1.28, -0.05, 1.66], [-0.04, 0.21, -0.10], [0.59, -1.41, -0.16], [-0.13, 0.15, -1.60], [-0.64, 0.70, 1.67], [0.14, 0.11, 0.10], [-0.27, -0.22, -0.60], [0.61, -1.67, 0.67], [0.03, 0.71, -0.54], [0.57, -0.39, 0.12], [-0.12, -0.02, -1.08], [-0.16, 0.52, 0.64], [-0.46, 1.37, 0.49], [0.38, -0.78, -0.29], [0.09, 0.11, -0.14], [-0.15, 0.55, -0.58], [-0.23, -0.05, 0.41], [-0.24, 0.47, 0.61], [-1.12, -1.79, 1.69], [2.09, 1.19, -0.40], [-1.81, 0.32, -0.42], [1.37, 0.03, 0.89], [-0.26, 0.24, -1.19], [0.54, -0.25, -0.58], [-0.10, 0.91, 1.08], [-1.14, -0.99, -1.34], [-0.08, -0.08, 0.25], [0.34, 0.17, -1.10], [-0.41, 0.40, -0.14], [0.02, 0.24, -0.26], [0.07, 0.51, 0.32], [0.13, -0.31, 0.27], [0.20, -0.91, 0.77], [0.68, -0.07, 2.47], [-2.66, -1.00, -2.07], [0.76, -0.53, -0.04], [3.74, 1.22, -0.01], [0.05, 0.06, -0.31], [-0.20, 0.04, -0.16], [-0.58, -0.05, -1.43], [-0.42, -0.30, 0.38], [-0.12, -0.15, 0.37], [0.23, 0.79, -0.31]], "spin_multiplicity": 1, "energy_ha": -6781.5202, "fmax_ev_per_a": 3.94, "total_charge": 2}